One molecule with the formula C5H8O2. Source: the OMol25 dataset; level of theory: wB97M-V/def2-TZVPD.

Calculated values
2S+1   1
Highest occupied orbital energy   -8.72 eV
Molecular weight   100.12 g/mol
LUMO   0.28 eV
Frontier orbital gap   9.00 eV
Total energy   -9405.795 eV

Structure (XYZ):
```
15
Properties=species:S:1:pos:R:3:forces:R:3:nbo_charge:R:1
O -0.1833 -0.3156 -1.8742 0.07 0.12 -0.15 -0.67
C -0.9429 -0.6726 -0.6980 -0.18 0.02 0.15 -0.05
C 0.0446 -1.1488 0.3507 0.00 0.07 0.06 -0.47
C 0.6581 0.1339 0.9740 -0.74 -0.07 -0.27 0.09
O 2.0314 0.2992 0.7113 0.04 0.17 -0.20 -0.70
C -0.2497 1.2796 0.4207 0.17 -0.03 -0.05 -0.62
C -1.2846 0.7902 -0.5401 0.34 -0.21 0.32 0.11
H -0.8000 0.1026 -2.4963 0.08 -0.06 -0.01 0.50
H -1.7524 -1.3714 -0.9209 0.10 0.08 -0.06 0.18
H -0.4870 -1.7334 1.1056 0.05 0.01 -0.05 0.22
H 0.8207 -1.7868 -0.0908 -0.16 0.12 0.14 0.24
H 2.1119 0.4702 -0.2347 0.15 -0.05 0.01 0.47
H -0.8237 1.7314 1.2415 -0.13 0.04 -0.09 0.27
H 0.3063 2.1306 -0.0053 -0.05 -0.23 0.17 0.26
H 0.5504 0.0910 2.0565 0.27 0.02 0.03 0.18
```
Forces are in eV/Å.